# 1
The following is a quantum chemistry calculation of a single C26H29N5O3 molecule, from OMol25.

Calculated values
HOMO-LUMO gap (eV): 7.5
E_tot (a.u.): -1507.662352

Positions of all 63 atoms, in Å:
C: -0.71 5.75 -3.23
C: -0.52 4.39 -3.89
O: 0.30 3.52 -3.14
C: 1.65 3.74 -3.06
C: 2.34 4.63 -3.88
C: 3.72 4.74 -3.81
C: 4.43 3.97 -2.91
C: 3.75 3.10 -2.07
C: 2.36 2.96 -2.12
N: 1.77 2.09 -1.21
C: 2.13 0.69 -1.26
C: 2.01 0.10 0.15
N: 0.66 0.27 0.63
C: 0.09 -0.53 1.57
N: -0.65 0.05 2.50
C: -1.20 -0.68 3.48
C: -1.97 -0.06 4.48
C: -2.45 -0.82 5.52
C: -2.20 -2.19 5.60
C: -1.46 -2.82 4.63
C: -0.97 -2.08 3.55
N: -0.34 -2.69 2.52
C: 0.15 -1.97 1.55
C: 0.62 -2.80 0.36
C: 0.23 -2.21 -0.89
N: -0.09 -1.78 -1.90
C: -0.03 -4.19 0.48
O: 0.60 -5.19 0.69
O: -1.33 -4.11 0.28
C: -2.11 -5.31 0.43
C: -3.38 -5.12 -0.38
C: -2.39 -5.54 1.91
C: 0.28 1.67 0.64
C: 0.40 2.24 -0.78
H: 0.25 6.26 -3.11
H: -1.15 5.62 -2.24
H: -1.37 6.37 -3.83
H: -0.14 4.51 -4.91
H: -1.48 3.87 -3.95
H: 1.81 5.22 -4.60
H: 4.23 5.44 -4.46
H: 5.50 4.05 -2.84
H: 4.30 2.52 -1.35
H: 3.16 0.58 -1.62
H: 1.46 0.13 -1.94
H: 2.30 -0.95 0.13
H: 2.70 0.63 0.82
H: -2.15 1.00 4.42
H: -3.04 -0.35 6.30
H: -2.58 -2.76 6.44
H: -1.26 -3.88 4.67
H: 1.71 -2.95 0.39
H: -1.51 -6.15 0.04
H: -3.99 -6.02 -0.33
H: -3.13 -4.91 -1.42
H: -3.94 -4.28 0.01
H: -1.46 -5.66 2.45
H: -2.93 -4.68 2.32
H: -2.99 -6.43 2.04
H: -0.75 1.75 0.99
H: 0.93 2.24 1.32
H: 0.15 3.30 -0.75
H: -0.30 1.72 -1.44



# 2
The following is a quantum chemistry calculation of a single C26H29N5O4 molecule, from OMol25.

Calculated values
HOMO-LUMO gap (eV): 8.6
E_tot (a.u.): -1582.973934

Positions of all 64 atoms, in Å:
C: -6.24 -0.53 0.88
C: -6.03 0.91 0.43
O: -4.64 1.26 0.36
C: -3.99 0.96 -0.77
O: -4.50 0.36 -1.69
C: -2.60 1.46 -0.79
C: -1.98 1.66 -2.02
C: -0.70 2.15 -2.09
C: 0.01 2.42 -0.91
N: 1.33 2.87 -0.98
C: 2.37 2.49 -0.17
O: 3.40 3.13 -0.13
C: 2.12 1.23 0.58
C: 2.31 1.12 1.91
C: 2.89 2.18 2.79
N: 1.88 -0.02 2.57
C: 0.90 -0.76 1.96
N: -0.04 -1.52 2.48
C: -0.76 -1.91 1.39
C: -1.94 -2.80 1.52
C: -3.12 -2.37 0.65
C: -2.91 -2.68 -0.84
O: -4.08 -2.50 -1.60
N: -0.30 -1.43 0.26
N: 0.77 -0.70 0.63
C: 1.67 0.03 -0.22
C: 2.85 -0.86 -0.62
C: 2.59 -2.16 -1.02
C: 3.64 -2.98 -1.40
C: 4.94 -2.51 -1.38
C: 5.21 -1.20 -1.00
C: 6.61 -0.68 -0.99
C: 4.15 -0.38 -0.62
C: -0.62 2.23 0.32
C: -1.91 1.76 0.38
H: -5.86 -1.22 0.13
H: -7.30 -0.70 1.01
H: -5.73 -0.71 1.83
H: -6.48 1.07 -0.56
H: -6.45 1.61 1.15
H: -2.53 1.42 -2.92
H: -0.22 2.31 -3.04
H: 1.55 3.57 -1.68
H: 3.30 2.99 2.19
H: 2.14 2.58 3.47
H: 3.70 1.75 3.39
H: 1.91 -0.05 3.58
H: -1.65 -3.82 1.26
H: -2.23 -2.80 2.57
H: -3.29 -1.30 0.78
H: -4.02 -2.90 0.98
H: -2.66 -3.74 -0.95
H: -2.08 -2.08 -1.22
H: -4.24 -1.56 -1.73
H: 1.13 0.31 -1.13
H: 1.58 -2.53 -1.03
H: 3.45 -4.00 -1.70
H: 5.76 -3.15 -1.68
H: 7.20 -1.21 -0.25
H: 7.08 -0.84 -1.96
H: 6.63 0.38 -0.76
H: 4.35 0.64 -0.32
H: -0.08 2.48 1.23
H: -2.39 1.62 1.34



# 3
The following is a quantum chemistry calculation of a molecular structure, C26H30Br36F5N2, from OMol25.

Calculated values
HOMO-LUMO gap (eV): 8.5
Charge: +1
E_tot (a.u.): -94281.235495

Positions of all 99 atoms, in Å:
F: 3.03 1.68 -0.28
C: 4.04 0.73 -0.79
F: 3.79 0.28 -2.21
F: 5.34 1.49 -0.86
C: 4.32 -0.57 0.17
F: 5.53 -0.21 1.01
F: 4.76 -1.68 -0.71
C: 3.11 -0.94 1.22
C: 2.60 -2.50 1.17
C: 1.11 -2.65 0.43
N: 1.14 -2.27 -1.04
C: 0.79 -3.38 -2.07
C: 1.16 -2.61 -3.50
C: 0.59 -1.12 -3.13
C: 0.64 -0.92 -1.49
C: -0.90 -0.44 -1.16
C: -1.19 1.15 -0.98
C: -2.67 1.85 -0.70
C: -3.87 0.68 -0.61
C: -3.37 -0.85 -0.82
N: -2.01 -1.43 -1.08
H: 3.54 -0.77 2.32
H: 2.16 -0.26 1.14
H: 2.40 -2.82 2.30
H: 3.39 -3.27 0.76
H: 0.28 -2.09 1.04
H: 0.85 -3.82 0.46
H: 2.18 -2.18 -1.21
H: 1.63 -4.21 -2.04
H: -0.32 -3.67 -1.85
H: 0.55 -3.11 -4.40
H: 2.31 -2.42 -3.73
H: 0.86 -0.20 -3.81
H: -0.58 -1.23 -3.34
H: 1.33 0.03 -1.37
H: -0.26 1.88 -1.09
H: -2.86 2.99 -0.60
H: -5.01 0.99 -0.45
H: -4.25 -1.66 -0.79
C: -0.36 -3.83 4.50
Br: -2.02 -4.82 4.72
Br: 0.95 -4.84 3.48
Br: -0.66 -2.06 3.76
H: 0.06 -3.69 5.51
C: -0.18 2.18 3.94
Br: -1.35 3.73 4.00
Br: 0.92 2.17 2.33
Br: 0.90 2.03 5.55
H: -0.82 1.30 3.90
C: 4.76 4.75 -1.80
Br: 2.89 4.26 -1.55
Br: 5.19 5.01 -3.68
Br: 5.26 6.28 -0.72
H: 5.36 3.90 -1.45
C: 5.23 5.40 -7.74
Br: 5.67 6.04 -9.52
Br: 4.04 3.86 -7.80
Br: 6.83 5.03 -6.68
H: 4.69 6.20 -7.23
C: -0.13 -7.70 6.69
Br: -0.19 -6.44 8.17
Br: 1.64 -8.45 6.44
Br: -1.48 -9.09 6.87
H: -0.37 -7.14 5.78
C: 10.44 6.82 -4.43
Br: 8.55 6.58 -4.02
Br: 11.45 5.18 -4.16
Br: 10.71 7.56 -6.21
H: 10.82 7.56 -3.71
C: -7.38 -2.19 0.51
Br: -8.55 -0.64 0.57
Br: -6.28 -2.20 -1.10
Br: -6.30 -2.34 2.12
H: -8.02 -3.07 0.47
C: -8.50 1.99 3.56
Br: -8.60 3.89 3.16
Br: -6.66 1.41 3.85
Br: -9.66 1.50 5.04
H: -8.86 1.46 2.67
C: 3.41 -5.27 -5.93
Br: 4.35 -4.65 -4.34
Br: 1.75 -6.18 -5.48
Br: 3.14 -3.84 -7.21
H: 4.06 -6.01 -6.41
C: 0.62 7.91 -3.17
Br: 0.56 9.17 -1.69
Br: 2.39 7.16 -3.42
Br: -0.73 6.52 -2.99
H: 0.38 8.47 -4.08
C: -3.49 -4.38 10.33
Br: -5.36 -4.86 10.58
Br: -3.06 -4.11 8.45
Br: -2.99 -2.84 11.41
H: -2.89 -5.23 10.68
C: -11.64 2.06 0.42
Br: -10.09 2.52 -0.67
Br: -13.26 2.90 -0.24
Br: -11.84 0.14 0.61
H: -11.45 2.47 1.42



# 4
The following is a quantum chemistry calculation of a molecular structure, C26H30BrCl2IMnN3O5Si, from OMol25.

Calculated values
HOMO-LUMO gap (alpha / beta) (eV): 5.0 / 5.5
Charge: -1
E_tot (a.u.): -6781.899320
Multiplicity: 6

Positions of all 70 atoms, in Å:
Mn: -0.94 0.79 -1.13
O: -2.18 1.12 2.91
C: -1.94 1.16 1.57
O: -0.77 1.16 1.17
C: -3.08 1.23 0.71
C: -4.40 1.37 1.15
C: -5.38 1.68 0.23
C: -5.02 1.92 -1.10
C: -3.71 1.72 -1.49
N: -2.76 1.26 -0.63
C: -3.20 2.06 -2.81
O: -4.09 2.52 -3.70
O: -2.02 1.97 -3.11
H: -1.31 1.14 3.33
H: -4.61 1.27 2.21
H: -6.41 1.79 0.55
H: -5.72 2.27 -1.84
H: -3.58 2.70 -4.50
C: -2.52 -2.47 2.58
N: -1.11 -2.46 2.22
C: -0.18 -3.04 3.16
C: -0.70 -1.81 1.09
C: 0.78 -1.74 0.84
O: -1.51 -1.32 0.32
H: -2.87 -3.49 2.74
H: -3.08 -2.01 1.77
H: -2.68 -1.89 3.49
H: -0.74 -3.52 3.96
H: 0.47 -2.28 3.62
H: 0.46 -3.79 2.69
H: 1.19 -2.74 0.65
H: 1.28 -1.32 1.71
H: 0.95 -1.09 -0.02
C: -1.03 -2.82 -2.23
Si: -1.17 -1.00 -2.85
C: -0.02 -1.10 -4.39
C: -2.91 -1.02 -3.72
H: -1.27 -3.50 -3.05
H: -1.70 -3.03 -1.40
H: -0.01 -3.05 -1.90
H: -0.43 -1.84 -5.09
H: 0.98 -1.42 -4.10
H: 0.07 -0.14 -4.90
H: -3.14 -2.02 -4.08
H: -2.90 -0.34 -4.58
H: -3.72 -0.70 -3.06
Br: 4.42 2.65 4.73
C: 4.58 0.86 4.12
C: 5.38 0.00 4.86
C: 5.52 -1.32 4.48
C: 4.86 -1.78 3.35
C: 4.08 -0.92 2.60
C: 3.92 0.41 2.98
I: 2.66 1.64 1.83
H: 5.89 0.38 5.74
H: 6.14 -1.99 5.07
H: 4.96 -2.82 3.04
H: 3.59 -1.27 1.71
Cl: -0.07 3.64 -1.11
C: 1.53 3.17 -1.60
C: 2.53 4.09 -1.81
C: 3.80 3.65 -2.20
C: 4.04 2.29 -2.36
C: 3.04 1.37 -2.14
Cl: 3.37 -0.32 -2.32
C: 1.71 1.74 -1.74
N: 0.73 0.92 -1.48
H: 2.33 5.14 -1.67
H: 4.59 4.37 -2.37
H: 5.02 1.94 -2.67



# 5
The following is a quantum chemistry calculation of 3 unconnected molecules or ions with the total composition C26H30BrN3O16P2S3, from OMol25.

Calculated values
HOMO-LUMO gap (eV): 7.4
E_tot (a.u.): -6827.915910

Positions of all 81 atoms, in Å:
C: -1.54 1.34 1.13
C: -1.16 0.80 0.13
C: -0.67 -0.04 -0.94
P: -1.68 0.56 -2.46
N: -3.06 1.16 -2.03
C: -0.95 -1.53 -0.75
C: 0.18 -2.52 -0.30
C: -0.30 -3.83 -0.93
O: 0.39 -4.95 -0.44
C: -0.26 -6.16 -0.74
C: 0.34 -7.27 0.10
P: 0.06 -2.77 1.62
O: -0.70 -1.43 2.11
Br: -1.59 -4.29 1.95
C: 1.64 -2.09 -0.78
C: 1.70 -2.31 -2.31
C: 2.61 -1.47 -3.21
S: 4.22 -2.25 -3.59
C: 5.28 -0.87 -3.44
N: 5.86 -0.19 -4.37
N: 6.56 0.81 -3.72
C: 6.34 0.65 -2.46
O: 5.54 -0.41 -2.20
S: 3.06 -2.90 0.09
C: 3.10 -4.66 -0.19
O: 4.26 -2.38 -0.51
O: 3.06 -2.65 1.50
S: 1.81 -0.32 -0.32
O: 1.57 -0.18 1.07
O: 3.05 0.21 -0.77
O: 0.70 0.35 -1.25
H: -1.74 1.61 2.13
H: -1.93 -0.58 -3.25
H: -0.89 1.49 -3.16
H: -3.13 2.13 -2.31
H: -1.34 -1.92 -1.69
H: -1.77 -1.62 -0.06
H: -1.36 -3.92 -0.66
H: -0.30 -3.83 -2.02
H: -0.15 -6.43 -1.79
H: -1.32 -6.08 -0.48
H: -0.29 -8.15 0.10
H: 0.48 -6.93 1.13
H: 1.32 -7.53 -0.30
H: -1.61 -1.61 2.39
H: 1.90 -3.36 -2.48
H: 0.69 -2.16 -2.68
H: 2.12 -1.46 -4.18
H: 2.71 -0.43 -2.94
H: 6.70 1.25 -1.65
H: 4.14 -4.96 -0.13
H: 2.68 -4.90 -1.16
H: 2.49 -5.13 0.57
O: -3.90 8.90 -2.90
C: -4.05 7.71 -2.71
C: -4.64 6.81 -3.69
C: -4.78 5.51 -3.39
O: -5.31 4.62 -4.23
C: -4.33 4.94 -2.07
O: -4.51 3.75 -1.88
C: -3.72 5.84 -1.11
C: -3.58 7.13 -1.40
O: -3.03 8.01 -0.57
H: -4.96 7.22 -4.63
H: -5.29 3.77 -3.76
H: -3.39 5.41 -0.17
H: -3.05 8.87 -1.03
O: 1.74 2.76 7.96
C: 0.91 2.45 7.13
C: -0.14 3.34 6.66
C: -1.02 2.91 5.75
O: -2.01 3.68 5.28
C: -0.97 1.52 5.19
O: -1.82 1.20 4.38
C: 0.08 0.63 5.64
C: 0.97 1.06 6.55
O: 1.96 0.31 7.00
H: -0.17 4.34 7.07
H: -2.50 3.12 4.65
H: 0.12 -0.36 5.21
H: 2.45 0.86 7.64



# 6
The following is a quantum chemistry calculation of a molecular structure, C26H30CaClNO6S, from OMol25.

Calculated values
HOMO-LUMO gap (eV): 2.8
Charge: +2
E_tot (a.u.): -3049.200029

Positions of all 66 atoms, in Å:
C: -2.23 4.54 3.90
C: -1.01 4.13 3.29
C: 0.05 3.32 2.30
C: 0.07 3.49 0.80
C: -1.01 4.53 0.13
C: -2.51 3.80 0.22
C: -2.80 2.91 -1.16
C: -4.33 2.30 -1.04
C: -4.45 0.70 -1.44
C: -4.93 -0.17 -0.11
C: -4.45 -1.75 -0.15
O: -4.14 -2.18 1.23
C: -2.95 -3.06 1.23
C: 1.23 2.65 -0.07
O: 1.74 3.29 -1.12
C: 1.65 1.16 0.48
C: 1.58 0.96 2.14
C: 1.96 -0.44 2.90
Cl: 1.92 -0.69 4.76
C: 2.41 -1.70 1.90
C: 2.79 -3.11 2.71
C: 2.81 -4.51 3.00
C: 2.49 -1.54 0.25
C: 2.93 -2.87 -0.62
C: 4.54 -2.81 -0.93
O: 5.15 -1.55 -0.38
C: 4.97 -3.03 -2.49
N: 4.05 -3.94 -3.29
C: 2.14 -0.10 -0.50
S: 2.25 0.22 -2.34
C: 0.65 0.97 -3.08
O: 3.45 1.22 -2.54
O: 2.57 -1.01 -3.22
C: 1.11 2.28 3.06
O: 1.56 2.52 4.30
H: -3.21 4.81 4.53
H: -0.82 4.69 -1.02
H: -1.03 5.58 0.68
H: -2.53 3.03 1.10
H: -3.32 4.63 0.41
H: -2.67 3.55 -2.14
H: -2.07 1.97 -1.13
H: -5.01 2.89 -1.82
H: -4.80 2.52 0.02
H: -3.45 0.27 -1.91
H: -5.31 0.56 -2.25
H: -4.52 0.31 0.88
H: -6.12 -0.11 -0.09
H: -3.48 -1.82 -0.83
H: -5.33 -2.44 -0.58
H: -2.06 -2.40 0.79
H: -2.63 -3.44 2.29
H: -3.05 -4.01 0.54
H: 3.13 -5.59 3.35
H: 2.26 -3.02 -1.59
H: 2.76 -3.86 0.02
H: 5.06 -3.69 -0.31
H: 5.83 -1.83 0.33
H: 5.15 -2.02 -3.08
H: 6.03 -3.57 -2.48
H: 3.58 -4.66 -2.70
H: 3.39 -3.40 -3.89
H: 0.88 1.63 -4.03
H: -0.02 1.49 -2.28
H: 0.03 0.03 -3.47
Ca: 2.08 -2.65 6.51



Number 1: molecular weight 459.55 g/mol. Number 2: molecular weight 475.55 g/mol. Number 3: molecular weight 3342.07 g/mol. Number 4: molecular weight 825.28 g/mol. Number 5: molecular weight 878.58 g/mol. Number 6: molecular weight 560.12 g/mol.